[1]
C6H9N3 as an isolated structure in a non-equilibrium geometry. Source: the Open Molecules 2025 dataset; level of theory: ωB97M-V with the def2-TZVPD basis set.

net charge = 0
HOMO = -0.3325 Eh
orbital gap = 8.562 eV

Geometry (Å):
N  -3.96  -1.48  -0.24
N  -0.39  -1.58  0.07
N  0.75  -1.15  0.61
C  -2.86  -1.08  -0.10
C  -1.48  -0.74  0.20
C  -1.63  0.73  0.60
C  1.37  0.15  -0.17
C  3.06  -0.23  -0.26
C  -2.32  1.67  -0.20
H  -2.29  2.69  0.26
H  -1.25  1.22  1.89
H  3.67  -0.15  -1.27
H  -2.79  1.57  -1.35
H  0.89  0.15  -1.17
H  3.59  0.42  0.65
H  3.00  -1.53  -0.18
H  1.47  -2.04  0.25
H  1.15  1.39  0.42

These are the natural (NBO) partial charges, in e, on atoms 1 to 4: -0.2920, -0.1579, -0.4105, 0.2415

[2]
A 2-piece molecular cluster, C2H8OS2 overall in a non-equilibrium geometry. Source: the Open Molecules 2025 dataset; level of theory: ωB97M-V with the def2-TZVPD basis set.

net charge = 0
SMILES string = CSSC.O
HOMO = -0.2906 Eh
orbital gap = 8.581 eV

Geometry (Å):
S  -1.21  1.07  0.04
S  0.51  0.07  0.36
O  0.45  -3.03  -1.25
C  -0.92  1.77  -1.62
C  0.62  0.30  2.20
H  -0.80  0.88  -2.23
H  -0.21  -0.29  2.58
H  1.52  -0.09  2.65
H  0.39  -2.89  -0.32
H  -1.86  2.29  -1.78
H  0.51  1.36  2.41
H  0.00  2.34  -1.66
H  1.01  -3.79  -1.36

These are the natural (NBO) partial charges, in e, on atoms 1 to 4: 0.0539, 0.0413, -0.9365, -0.7215

[3]
A 2-piece molecular cluster, CH3NOSi overall. Source: the Open Molecules 2025 dataset; level of theory: ωB97M-V with the def2-TZVPD basis set.

net charge = 0
HOMO = -0.3336 Eh
orbital gap = 8.505 eV

Geometry (Å):
Si  -0.62  -0.83  -0.24
O  -1.58  -2.14  0.02
N  1.89  3.14  0.01
C  1.62  2.09  0.37
H  -1.71  -2.55  0.87
H  -0.91  -0.81  -1.69
H  1.31  1.11  0.66

These are the natural (NBO) partial charges, in e, on atoms 1 to 4: 0.9442, -1.1092, -0.3128, 0.0612

Copy entry 3 word for word.
A 2-piece molecular cluster, CH3NOSi overall. Source: the Open Molecules 2025 dataset; level of theory: ωB97M-V with the def2-TZVPD basis set.

net charge = 0
HOMO = -0.3336 Eh
orbital gap = 8.505 eV

Geometry (Å):
Si  -0.62  -0.83  -0.24
O  -1.58  -2.14  0.02
N  1.89  3.14  0.01
C  1.62  2.09  0.37
H  -1.71  -2.55  0.87
H  -0.91  -0.81  -1.69
H  1.31  1.11  0.66

These are the natural (NBO) partial charges, in e, on atoms 1 to 4: 0.9442, -1.1092, -0.3128, 0.0612

Repeat the first record exactly.
C6H9N3 as an isolated structure in a non-equilibrium geometry. Source: the Open Molecules 2025 dataset; level of theory: ωB97M-V with the def2-TZVPD basis set.

net charge = 0
HOMO = -0.3325 Eh
orbital gap = 8.562 eV

Geometry (Å):
N  -3.96  -1.48  -0.24
N  -0.39  -1.58  0.07
N  0.75  -1.15  0.61
C  -2.86  -1.08  -0.10
C  -1.48  -0.74  0.20
C  -1.63  0.73  0.60
C  1.37  0.15  -0.17
C  3.06  -0.23  -0.26
C  -2.32  1.67  -0.20
H  -2.29  2.69  0.26
H  -1.25  1.22  1.89
H  3.67  -0.15  -1.27
H  -2.79  1.57  -1.35
H  0.89  0.15  -1.17
H  3.59  0.42  0.65
H  3.00  -1.53  -0.18
H  1.47  -2.04  0.25
H  1.15  1.39  0.42

These are the natural (NBO) partial charges, in e, on atoms 1 to 4: -0.2920, -0.1579, -0.4105, 0.2415